No. 1
{"formula": "C26H31N4OSTi", "method": "ωB97M-V/def2-TZVPD", "relative_energy_kcal_mol": 29.45, "multiplicity": 2, "lumo_ev": [-0.25, -0.38], "orbital_gap_ev": [6.853, 6.736], "species": ["Ti", "N", "C", "S", "N", "N", "C", "C", "C", "C", "C", "C", "C", "O", "H", "H", "H", "H", "H", "H", "H", "C", "C", "C", "C", "C", "C", "C", "C", "N", "C", "C", "C", "C", "C", "C", "C", "C", "C", "C", "H", "H", "H", "H", "H", "H", "H", "H", "H", "H", "H", "H", "H", "H", "H", "H", "H", "H", "H", "H", "H", "H", "H", "H"], "positions_angstrom": [[-1.021, -1.016, -0.026], [-4.487, -2.026, 2.300], [-3.634, -1.638, 1.314], [-2.669, -0.207, 1.586], [-3.582, -2.337, 0.228], [-2.597, -2.005, -0.663], [-2.839, -2.370, -1.905], [-1.902, -2.220, -2.961], [-2.259, -2.461, -4.299], [-1.354, -2.293, -5.322], [-0.051, -1.885, -5.043], [0.341, -1.662, -3.739], [-0.560, -1.820, -2.681], [-0.183, -1.588, -1.441], [-4.781, -1.328, 2.960], [-5.147, -2.750, 2.064], [-3.806, -2.826, -2.109], [-3.275, -2.764, -4.508], [-1.658, -2.484, -6.341], [0.658, -1.763, -5.848], [1.350, -1.350, -3.506], [-0.063, -3.933, 3.259], [0.631, -2.614, 3.062], [1.556, -2.126, 3.981], [2.162, -0.897, 3.767], [3.190, -0.373, 4.724], [1.814, -0.116, 2.678], [0.870, -0.545, 1.726], [0.344, -1.851, 1.947], [0.339, 0.090, 0.653], [0.608, 1.390, 0.064], [1.728, 2.240, 0.678], [1.885, 3.556, -0.087], [2.236, 3.281, -1.547], [1.111, 2.466, -2.179], [-0.200, 3.249, -2.109], [-0.544, 3.522, -0.645], [0.579, 4.342, -0.009], [-0.709, 2.199, 0.103], [0.944, 1.150, -1.424], [0.377, -4.481, 4.088], [0.005, -4.543, 2.356], [-1.122, -3.772, 3.477], [1.813, -2.708, 4.853], [3.332, -1.059, 5.554], [2.879, 0.596, 5.111], [4.142, -0.239, 4.214], [2.295, 0.837, 2.585], [-0.363, -2.285, 1.176], [2.666, 1.683, 0.640], [1.485, 2.467, 1.717], [2.689, 4.140, 0.376], [3.175, 2.727, -1.609], [2.361, 4.223, -2.085], [1.351, 2.252, -3.227], [-1.004, 2.678, -2.583], [-0.099, 4.194, -2.648], [-1.483, 4.086, -0.590], [0.336, 4.566, 1.031], [0.686, 5.289, -0.540], [-1.517, 1.594, -0.373], [-0.997, 2.385, 1.143], [1.852, 0.545, -1.490], [0.115, 0.586, -1.876]], "forces_ev_per_angstrom": [[-0.4, 1.6, 3.2], [-0.1, -0.1, -0.1], [0.3, 0.7, -0.1], [-0.4, 0.1, 0.2], [-1.1, -1.1, 0.0], [-2.3, -1.4, -2.1], [-0.5, 0.1, 1.7], [1.3, 0.4, -0.6], [0.0, 0.1, 0.5], [0.0, 0.0, -0.2], [-0.2, -0.1, 0.1], [0.1, 0.0, 0.2], [-0.6, -0.6, -1.2], [1.4, -1.2, -2.9], [0.1, 0.0, 0.0], [0.0, 0.0, 0.0], [0.0, 0.0, 0.1], [-0.1, -0.1, -0.1], [0.0, 0.0, 0.0], [0.1, 0.1, 0.0], [0.0, 0.0, 0.0], [0.0, 0.0, 0.0], [-0.2, -0.2, -0.2], [-0.1, 0.0, -0.2], [-0.2, -0.1, 0.0], [0.0, 0.0, 0.0], [-0.1, 0.1, -0.2], [0.4, -0.5, 0.9], [-0.1, 0.4, -0.7], [1.3, 1.6, 0.5], [0.0, 0.4, -0.2], [-0.1, 0.0, -0.1], [0.2, 0.1, 0.1], [-0.1, 0.0, 0.0], [0.0, 0.0, -0.2], [0.0, 0.0, 0.0], [-0.3, 0.1, -0.1], [0.0, -0.1, 0.0], [0.1, -0.1, -0.2], [-0.1, 0.2, 0.0], [0.0, -0.1, 0.0], [0.0, 0.0, 0.1], [0.0, 0.0, 0.0], [0.0, -0.1, 0.1], [0.1, 0.0, 0.1], [0.0, 0.1, 0.1], [0.1, 0.0, 0.0], [0.0, 0.2, 0.0], [0.7, -0.7, 1.2], [0.0, 0.0, 0.1], [0.1, 0.0, 0.1], [-0.1, -0.1, 0.0], [0.1, 0.0, 0.0], [0.1, 0.0, 0.0], [0.0, 0.0, 0.1], [0.0, 0.0, 0.0], [0.0, 0.0, -0.1], [0.1, 0.0, 0.0], [0.0, 0.0, 0.1], [0.0, 0.1, 0.0], [0.3, 0.4, 0.3], [-0.1, -0.1, 0.0], [0.0, -0.1, 0.0], [0.3, 0.2, 0.0]]}



No. 2
{"formula": "C3HGdO", "method": "ωB97M-V/def2-TZVPD", "relative_energy_kcal_mol": 0.00, "charge": 3, "multiplicity": 9, "lumo_ev": [-15.13, -18.84], "orbital_gap_ev": [7.584, 3.593], "species": ["O", "C", "C", "C", "H", "Gd"], "positions_angstrom": [[1.468, 0.249, 0.020], [0.332, 0.638, -0.019], [-0.940, 0.146, 0.087], [-1.945, -0.543, -0.019], [-2.847, -1.131, -0.092], [3.932, 0.641, 0.022]], "forces_ev_per_angstrom": [[-0.1, -0.2, 0.2], [0.2, 1.2, -0.3], [2.9, 0.2, 0.2], [-2.6, -1.1, -0.1], [-0.4, -0.1, 0.0], [0.0, 0.0, 0.0]]}



No. 3
{"formula": "C14H14Cl2N2O4", "method": "ωB97M-V/def2-TZVPD", "relative_energy_kcal_mol": 145.64, "lumo_ev": -0.79, "smiles": "O=[N+]([O-])c1ccccc1.O=[N+]([O-])c1ccccc1.ClCCCl", "orbital_gap_ev": 9.100, "species": ["O", "N", "O", "C", "C", "C", "C", "C", "C", "H", "H", "H", "H", "H", "O", "N", "O", "C", "C", "C", "C", "C", "C", "H", "H", "H", "H", "H", "Cl", "C", "C", "Cl", "H", "H", "H", "H"], "positions_angstrom": [[2.638, -0.589, -2.212], [1.619, -1.240, -2.093], [0.894, -1.546, -3.019], [1.214, -1.657, -0.748], [1.925, -1.179, 0.342], [1.501, -1.568, 1.601], [0.428, -2.429, 1.744], [-0.219, -2.965, 0.628], [0.203, -2.588, -0.633], [2.760, -0.526, 0.137], [1.986, -1.173, 2.484], [0.085, -2.681, 2.740], [-1.031, -3.658, 0.800], [-0.266, -2.982, -1.524], [-2.761, -1.793, -0.977], [-2.643, -1.781, 0.235], [-2.909, -2.717, 0.964], [-2.048, -0.587, 0.854], [-1.948, -0.531, 2.224], [-1.413, 0.609, 2.804], [-1.049, 1.685, 2.014], [-1.184, 1.617, 0.632], [-1.708, 0.492, 0.048], [-2.169, -1.383, 2.850], [-1.333, 0.653, 3.882], [-0.524, 2.533, 2.436], [-0.789, 2.438, 0.049], [-1.762, 0.357, -1.024], [2.592, 2.844, -0.497], [1.612, 2.467, -1.947], [1.058, 3.690, -2.634], [0.043, 4.668, -1.515], [0.788, 1.872, -1.562], [2.233, 1.900, -2.635], [0.380, 3.370, -3.422], [1.799, 4.378, -3.026]], "forces_ev_per_angstrom": [[0.2, 0.1, 0.1], [-0.1, 0.1, -0.2], [0.0, 0.0, 0.0], [0.4, -0.3, 0.3], [-0.2, 0.0, -0.5], [0.1, 0.3, 0.2], [-0.1, -0.2, -0.2], [0.9, -0.3, 0.7], [-0.5, -0.2, -0.2], [0.0, 0.1, 0.3], [0.1, 0.0, -0.1], [0.0, -0.1, 0.0], [0.3, -0.1, -0.3], [0.0, 0.1, 0.0], [-0.1, 0.0, 0.3], [0.3, 0.1, -0.3], [-0.6, 0.2, 0.0], [-0.8, 0.5, -0.1], [0.4, -0.1, 0.4], [-0.4, 0.2, 0.1], [0.5, -0.1, -0.1], [0.4, 0.4, 0.4], [0.1, -0.8, -0.5], [-0.3, 0.0, -0.2], [0.2, 0.0, 0.0], [-0.3, 0.1, 0.1], [-0.2, 0.0, -0.2], [-0.2, 0.2, 0.0], [0.1, 0.0, -0.2], [-0.1, 0.2, 0.2], [-0.3, 0.3, 0.3], [0.0, -0.1, -0.1], [0.0, -0.2, -0.2], [0.0, -0.1, 0.0], [0.1, 0.0, -0.1], [0.2, -0.2, 0.0]]}